# 1
Below is a structure of composition H6Na6O6 in a non-equilibrium geometry, with properties calculated with ωB97M-V/def2-TZVPD.

Cartesian coordinates (Å):
Na (1.615, -1.932, 2.539)
Na (-0.892, 0.865, -1.234)
Na (0.663, -2.616, -1.064)
Na (-1.658, -1.574, 1.256)
Na (0.120, 1.283, 2.036)
Na (2.519, 0.271, -0.388)
O (1.341, 1.680, -1.978)
H (1.039, 1.616, -1.077)
O (0.379, -0.431, 0.378)
H (-0.002, -0.712, -0.467)
O (-0.476, -1.334, -2.816)
H (-0.880, -1.557, -3.660)
O (-0.829, 2.626, 0.370)
H (0.095, 2.376, 0.418)
O (-2.976, 0.022, -0.693)
H (-2.691, -0.881, -0.565)
O (1.288, -0.041, 3.906)
H (1.345, 0.339, 3.039)

**Energy**: -1428.736921 a.u.
**LUMO**: -3.45 eV
**Strongest force on any atom**: 2.49 eV/Å



# 2
Below is a structure of composition C9H8CaN2O4Se in a non-equilibrium geometry, with properties calculated with ωB97M-V/def2-TZVPD.

Cartesian coordinates (Å):
O (-3.183, -0.364, -3.884)
C (-2.276, -0.544, -3.198)
Ca (-0.245, -0.896, -1.742)
O (-0.013, -3.503, -4.244)
C (-0.201, -2.743, -3.405)
C (-2.256, -2.419, -1.340)
O (-3.191, -3.019, -1.036)
C (0.070, -2.912, -0.289)
O (0.247, -3.818, 0.399)
C (1.432, 1.712, -1.167)
N (1.235, 1.431, 0.248)
C (2.131, 1.767, 1.248)
C (1.540, 1.461, 2.426)
N (0.291, 0.944, 2.133)
C (-0.680, 0.553, 3.125)
C (0.050, 1.006, 0.796)
Se (-1.621, 0.805, -0.004)
H (1.716, 0.808, -1.746)
H (2.266, 2.412, -1.256)
H (0.540, 2.185, -1.607)
H (3.085, 2.192, 0.999)
H (1.885, 1.584, 3.435)
H (-0.315, -0.310, 3.696)
H (-0.901, 1.388, 3.801)
H (-1.606, 0.280, 2.612)

**Energy**: -3836.718003 a.u.
**LUMO**: -8.15 eV
**Net charge**: +2
**Strongest force on any atom**: 5.33 eV/Å



# 3
Below is a cluster of 2 separate species, C3H8NS in total in a non-equilibrium geometry, with properties calculated with ωB97M-V/def2-TZVPD.

Cartesian coordinates (Å):
C (1.066, 0.631, -3.110)
S (-0.300, -0.470, -2.595)
H (1.286, 1.211, -2.211)
H (0.874, 1.133, -4.056)
H (2.048, 0.141, -3.228)
C (-0.362, -0.197, 2.930)
C (-0.844, -0.454, 0.631)
N (-0.673, 0.354, 1.590)
H (0.344, -1.013, 2.783)
H (0.132, 0.611, 3.466)
H (-1.283, -0.502, 3.434)
H (-1.390, -1.403, 0.758)
H (-0.898, -0.042, -0.392)

**Energy**: -572.001228 a.u.
**LUMO**: 3.82 eV
**Net charge**: -1
**Strongest force on any atom**: 2.90 eV/Å



Let's list HOMO energy in order: -7.19, -15.19, -2.18 eV.
Let's list ΔE to the lowest compared entry with this formula, charge and spin in order: 0.00, 0.00, 48.34 kcal/mol.
Let's list orbital gap in order: 3.741, 7.042, 5.999 eV.